{
  "formula": "C3H4O3S",
  "method": "wB97M-V/def2-TZVPD",
  "de_lowest_kj_mol": 348.7,
  "e_lumo_ev": -0.71,
  "homo_lumo_gap_ha": 0.3475,
  "elements": ["C", "C", "C", "O", "O", "O", "S", "H", "H", "H", "H"],
  "coordinates": [[-0.53677, 0.74669, -0.11973], [0.61204, 0.09369, 0.26273], [0.79441, -1.05453, -0.68335], [0.89541, 1.61218, -2.76821], [2.43697, 0.96199, -1.02926], [0.76689, -0.89056, -1.92078], [1.96156, 0.72668, -2.38277], [-1.07157, 1.61038, 0.50108], [-0.92890, 0.63258, -1.06319], [1.13197, 0.08330, 1.22562], [0.83533, -2.14430, -0.24150]],
  "atomic_forces_ev_per_a": [[1.464, 2.316, 4.122], [-2.358, -0.859, -1.180], [-0.326, -1.005, 0.086], [0.153, 0.162, -0.416], [0.691, 0.050, -0.663], [-0.250, -1.580, 2.117], [0.350, 1.508, 0.192], [1.442, -2.155, -1.100], [-0.815, -0.599, -1.932], [-0.435, 0.267, -0.408], [0.083, 1.894, -0.818]]
}